Entry 1:
{"formula": "C13H26CuN10", "method": "the ωB97M-V functional and the def2-TZVPD basis", "total_energy_ev": -73432.8052, "charge": 2, "relative_energy_kj_mol": 0.0, "lumo_energy_ev": [-6.301, -7.310], "s_squared": 0.7523, "homo_energy_ha": [-0.5709, -0.5679], "orbital_gap_ev": [9.2, 8.1], "molar_mass_g_mol": 386.0, "multiplicity": 2, "elements": ["Cu", "N", "N", "N", "N", "N", "N", "N", "N", "N", "N", "C", "C", "C", "C", "C", "C", "C", "C", "C", "C", "C", "C", "C", "H", "H", "H", "H", "H", "H", "H", "H", "H", "H", "H", "H", "H", "H", "H", "H", "H", "H", "H", "H", "H", "H", "H", "H", "H", "H"], "positions_angstrom": [[-0.76, -0.19, 0.33], [-2.18, -0.40, -1.34], [-2.52, 1.14, 1.36], [-0.24, 1.56, -0.55], [1.39, -0.38, 0.54], [5.37, 0.15, 0.26], [-0.71, -2.40, -0.25], [1.90, -2.31, 1.81], [-0.90, -0.83, 2.41], [3.23, 0.88, -0.20], [3.59, -1.07, 1.03], [-1.10, -2.17, -2.69], [-0.55, 3.63, -1.69], [1.95, 0.67, -0.08], [0.82, 3.77, -1.85], [1.08, 1.69, -0.68], [-0.13, -2.58, -1.59], [-1.03, 2.51, -1.04], [4.07, -0.02, 0.37], [-2.69, 0.76, 2.77], [-1.34, 0.27, 3.28], [2.28, -1.24, 1.10], [1.64, 2.78, -1.34], [-1.51, -0.71, -2.61], [-1.24, 4.38, -2.04], [-2.10, 2.39, -0.91], [-1.66, -2.77, -0.25], [0.77, -1.96, -1.64], [-0.63, -2.35, -3.65], [-2.18, 2.09, 1.33], [2.72, 2.83, -1.41], [-1.99, -2.80, -2.64], [-0.60, 1.07, 3.21], [-3.42, -0.05, 2.83], [0.95, -2.65, 1.82], [-3.05, 1.58, 3.39], [-3.42, 1.11, 0.89], [5.73, 0.97, -0.20], [2.64, -2.89, 2.16], [-2.17, -0.49, -3.46], [1.23, 4.63, -2.36], [-0.63, -0.07, -2.70], [-0.17, -2.94, 0.41], [0.16, -3.62, -1.76], [6.01, -0.52, 0.66], [-1.60, -1.57, 2.46], [-2.69, 0.47, -1.43], [-2.87, -1.12, -1.14], [-1.43, -0.04, 4.33], [-0.02, -1.19, 2.76]]}

---

Entry 2:
{"formula": "C13H26N2O4", "method": "the ωB97M-V functional and the def2-TZVPD basis", "total_energy_ev": -25075.2649, "relative_energy_kj_mol": 0.0, "lumo_energy_ev": 0.851, "homo_energy_ha": -0.3491, "orbital_gap_ev": 10.3, "molar_mass_g_mol": 274.4, "multiplicity": 1, "elements": ["O", "O", "O", "O", "N", "N", "C", "C", "C", "C", "C", "C", "C", "C", "C", "C", "C", "C", "C", "H", "H", "H", "H", "H", "H", "H", "H", "H", "H", "H", "H", "H", "H", "H", "H", "H", "H", "H", "H", "H", "H", "H", "H", "H", "H"], "positions_angstrom": [[-0.37, -2.10, -1.14], [-1.75, 1.56, 1.66], [-0.43, 1.67, -0.19], [-1.27, -2.53, 0.90], [0.92, -2.72, 0.63], [-1.98, 0.09, -0.05], [-1.41, 1.14, 0.58], [-0.24, -2.41, 0.02], [1.66, 2.79, 0.07], [-0.44, 4.06, -0.52], [0.16, 2.90, 0.26], [2.86, -1.21, 0.35], [-4.61, -0.61, -1.31], [-4.37, -0.45, 0.19], [2.20, -2.54, -0.02], [-2.93, -0.77, 0.62], [4.23, -1.06, -0.31], [-2.57, -2.24, 0.39], [4.90, 0.25, 0.07], [2.97, -1.16, 1.44], [-1.55, -0.25, -0.90], [-5.62, -0.27, -1.56], [-3.90, -0.01, -1.87], [-4.57, 0.59, 0.47], [-0.24, 3.93, -1.58], [0.90, -2.86, 1.62], [-2.84, -0.55, 1.69], [2.01, -2.56, -1.10], [5.88, 0.32, -0.40], [4.31, 1.10, -0.25], [-5.05, -1.09, 0.75], [2.07, 1.99, 0.68], [-0.01, 5.00, -0.18], [2.85, -3.37, 0.25], [5.03, 0.31, 1.15], [-2.58, -2.46, -0.68], [4.86, -1.90, -0.01], [2.21, -0.39, 0.04], [-3.26, -2.89, 0.92], [-4.52, -1.64, -1.62], [-1.52, 4.10, -0.37], [4.10, -1.11, -1.39], [2.14, 3.73, 0.37], [1.89, 2.59, -0.97], [-0.08, 3.01, 1.33]]}

---

Entry 3:
{"formula": "C13H26NO3P2Ru", "method": "the ωB97M-V functional and the def2-TZVPD basis", "total_energy_ev": -42663.2859, "charge": 3, "relative_energy_kj_mol": 0.0, "lumo_energy_ev": [-10.297, -14.409], "s_squared": 6.0133, "homo_energy_ha": [-0.6946, -0.6945], "orbital_gap_ev": [8.6, 4.5], "molar_mass_g_mol": 407.4, "multiplicity": 5, "elements": ["Ru", "P", "P", "O", "O", "O", "N", "C", "C", "C", "C", "C", "C", "C", "C", "C", "C", "C", "C", "C", "H", "H", "H", "H", "H", "H", "H", "H", "H", "H", "H", "H", "H", "H", "H", "H", "H", "H", "H", "H", "H", "H", "H", "H", "H", "H"], "positions_angstrom": [[-0.10, -0.21, 0.86], [-2.04, 0.39, 0.11], [1.90, -1.03, 0.94], [1.78, 3.05, -1.94], [0.23, 2.56, 1.89], [-0.89, 4.73, -0.14], [-0.11, -1.34, -1.05], [1.86, -2.63, 1.82], [-0.15, -2.93, -3.36], [3.26, -0.04, 1.56], [1.04, -2.58, -2.75], [-1.33, -2.44, -2.80], [-2.52, -1.01, -0.98], [2.28, -1.36, -0.82], [-1.27, -1.62, -1.66], [-1.88, 1.82, -0.99], [1.03, -1.79, -1.59], [-3.31, 0.67, 1.35], [0.06, 1.37, 1.99], [-0.14, 0.42, 3.14], [-0.33, -0.66, 2.81], [2.37, 3.50, -2.59], [-2.31, -2.67, -3.23], [-0.18, -3.54, -4.26], [2.00, -2.92, -3.14], [-0.56, 4.56, 0.79], [1.79, -2.41, 2.89], [4.20, -0.61, 1.48], [-1.07, 0.66, 3.72], [-2.83, 1.95, -1.54], [0.96, -3.20, 1.52], [-3.21, -0.62, -1.74], [1.50, 3.84, -1.44], [-1.32, 5.60, -0.06], [-3.06, -1.78, -0.38], [3.28, 0.89, 0.96], [-1.03, 1.66, -1.68], [3.03, -2.16, -0.87], [-3.00, 1.56, 1.93], [2.72, -0.43, -1.24], [-1.65, 2.72, -0.40], [-4.28, 0.83, 0.86], [2.77, -3.20, 1.60], [-3.33, -0.19, 2.04], [3.05, 0.23, 2.60], [0.74, 0.35, 3.81]]}

---

Entry 4:
{"formula": "C13H26NO4S", "method": "the ωB97M-V functional and the def2-TZVPD basis", "total_energy_ev": -34416.3227, "relative_energy_kj_mol": 0.0, "lumo_energy_ev": [0.478, 0.338], "s_squared": 0.7541, "homo_energy_ha": [-0.3083, -0.3378], "orbital_gap_ev": [8.9, 9.5], "molar_mass_g_mol": 292.4, "multiplicity": 2, "elements": ["S", "O", "O", "O", "O", "N", "C", "C", "C", "C", "C", "C", "C", "C", "C", "C", "C", "C", "C", "H", "H", "H", "H", "H", "H", "H", "H", "H", "H", "H", "H", "H", "H", "H", "H", "H", "H", "H", "H", "H", "H", "H", "H", "H", "H"], "positions_angstrom": [[-0.89, 0.49, 2.89], [-2.43, -2.92, -2.39], [-3.32, -3.69, -0.49], [2.00, 2.30, -0.04], [3.67, 0.74, 3.78], [1.51, 1.29, -0.66], [-2.81, -0.99, 0.61], [-0.05, 2.96, -1.52], [-0.47, 0.09, 1.13], [-1.29, -1.17, 0.74], [1.04, -0.24, 1.23], [0.08, 1.51, -1.02], [1.87, -1.18, -1.02], [-0.74, 1.34, 0.28], [-3.37, -1.32, -0.78], [3.38, 0.16, 0.42], [-0.40, 0.59, -2.15], [-3.04, -2.75, -1.16], [1.92, -0.01, -0.02], [-4.46, -1.24, -0.77], [-0.52, 2.22, 0.90], [1.13, -1.30, 1.49], [3.93, 0.78, -0.29], [-3.12, 0.03, 0.87], [-2.21, 0.64, 2.74], [-2.98, -0.64, -1.54], [-1.80, 1.41, 0.01], [3.86, -0.82, 0.46], [-0.84, 3.03, -2.27], [-1.53, -2.56, -2.37], [-0.30, 3.65, -0.71], [-3.31, -1.65, 1.33], [2.49, -1.99, -0.64], [0.35, 0.52, -2.94], [0.87, -1.58, -1.18], [-0.87, -1.60, -0.16], [4.16, 0.28, 4.47], [3.45, 0.60, 1.41], [3.47, 1.60, 4.15], [-0.62, -0.42, -1.82], [1.47, 0.32, 2.06], [-1.10, -1.90, 1.53], [2.26, -0.87, -1.99], [-1.32, 0.99, -2.58], [0.88, 3.29, -1.98]]}

---

Entry 5:
{"formula": "C13H26O9S4", "method": "the ωB97M-V functional and the def2-TZVPD basis", "total_energy_ev": -75668.9876, "relative_energy_kj_mol": 28.3, "lumo_energy_ev": 0.216, "homo_energy_ha": -0.3701, "orbital_gap_ev": 10.3, "molar_mass_g_mol": 454.6, "multiplicity": 1, "elements": ["S", "S", "S", "S", "O", "O", "O", "O", "O", "O", "O", "O", "O", "C", "C", "C", "C", "C", "C", "C", "C", "C", "C", "C", "C", "C", "H", "H", "H", "H", "H", "H", "H", "H", "H", "H", "H", "H", "H", "H", "H", "H", "H", "H", "H", "H", "H", "H", "H", "H", "H", "H"], "positions_angstrom": [[-2.79, 4.60, 0.36], [2.88, -4.00, 2.67], [3.35, -1.60, -0.07], [-3.11, -0.35, -1.31], [-2.14, 4.95, 1.60], [3.36, -5.10, 3.44], [4.00, -0.42, 0.37], [3.39, -1.72, -1.65], [-2.93, -0.95, -2.61], [-4.31, 0.40, -1.00], [-2.04, 4.05, -0.75], [2.00, -3.08, 3.28], [2.02, -1.75, 0.35], [-5.06, 5.37, -0.70], [-1.01, -0.04, 0.29], [5.60, -3.07, -0.22], [-4.19, 3.52, 0.69], [4.71, -1.94, -2.20], [5.31, -3.23, -1.71], [4.30, -3.11, 2.00], [-5.45, 4.34, 0.37], [-1.67, 0.64, -0.91], [-1.34, -1.53, 0.22], [-2.84, -1.60, -0.07], [4.25, -3.04, 0.48], [-3.75, 5.99, -0.23], [5.20, -3.60, 2.35], [6.21, -3.91, 0.11], [-0.78, -2.00, -0.59], [-3.43, -1.33, 0.81], [3.68, -3.88, 0.11], [-4.11, 2.65, 0.04], [-1.41, 0.38, 1.22], [6.13, -2.14, -0.10], [-1.99, 1.65, -0.69], [0.07, 0.13, 0.30], [-5.83, 6.12, -0.83], [2.25, -4.50, 1.57], [-3.90, 6.66, 0.61], [4.60, -1.97, -3.28], [-1.09, -2.05, 1.15], [-4.91, 4.86, -1.66], [5.38, -1.12, -1.96], [-3.17, -2.57, -0.45], [-3.19, 6.49, -1.02], [6.19, -3.50, -2.28], [4.54, -3.99, -1.82], [-4.15, 3.21, 1.73], [-1.01, 0.64, -1.78], [-5.78, 4.86, 1.27], [4.22, -2.13, 2.46], [-6.26, 3.70, 0.04]]}

---

Entry 6:
{"formula": "C13H27BF4N8O3SSiTeV", "method": "the ωB97M-V functional and the def2-TZVPD basis", "total_energy_ev": -95228.3493, "relative_energy_kj_mol": 38.5, "lumo_energy_ev": [-0.127, -0.251], "s_squared": 0.7695, "homo_energy_ha": [-0.2581, -0.2295], "orbital_gap_ev": [6.9, 6.0], "molar_mass_g_mol": 668.9, "multiplicity": 2, "elements": ["Te", "V", "S", "Si", "F", "F", "F", "F", "O", "O", "O", "N", "N", "N", "N", "N", "N", "N", "N", "C", "C", "C", "C", "C", "C", "C", "C", "C", "C", "C", "C", "C", "B", "H", "H", "H", "H", "H", "H", "H", "H", "H", "H", "H", "H", "H", "H", "H", "H", "H", "H", "H", "H", "H", "H", "H", "H", "H", "H", "H"], "positions_angstrom": [[1.46, -0.15, -2.18], [0.54, 1.19, 0.03], [2.62, 0.95, 1.47], [-1.04, -0.99, 2.16], [0.13, 2.36, 1.85], [-1.45, 3.52, 3.07], [-2.11, 2.10, 1.39], [-1.08, 4.07, 0.88], [1.01, 2.93, -0.88], [-0.23, 4.11, -2.24], [-0.39, -0.39, 0.77], [2.14, -1.96, 0.33], [-0.89, 2.13, -1.27], [-2.77, 3.58, -1.64], [-2.63, -0.02, -1.12], [3.16, -1.70, 1.28], [-3.02, 1.32, -1.33], [4.63, -0.41, 2.44], [-0.06, 3.16, -1.50], [3.58, 2.01, -5.22], [5.40, 0.63, -3.67], [5.84, 1.34, -4.78], [-2.23, 2.37, -1.41], [1.67, 1.27, -3.76], [-2.92, -0.98, 2.17], [4.05, 0.60, -3.33], [-0.44, -0.09, 3.68], [4.92, 2.03, -5.56], [-0.51, -2.79, 2.32], [3.59, -0.15, -2.11], [3.48, -0.47, 1.71], [3.13, 1.29, -4.11], [-1.16, 3.06, 1.82], [1.06, 0.93, -4.60], [-1.69, -0.03, -0.71], [-0.69, -3.33, 1.39], [6.89, 1.35, -5.04], [-3.34, -1.69, 1.46], [-2.14, 4.37, -1.68], [-3.71, 3.73, -1.34], [-1.09, -3.28, 3.10], [3.87, -2.42, 1.32], [2.86, 2.55, -5.82], [5.25, 2.59, -6.42], [0.65, 0.05, 3.66], [0.54, -2.89, 2.59], [6.12, 0.08, -3.07], [3.89, 0.34, -1.18], [4.94, -1.23, 2.93], [4.79, 0.47, 2.91], [-3.26, -1.28, 3.16], [-0.88, 0.90, 3.77], [-3.31, 0.02, 1.98], [-4.00, 1.45, -1.50], [1.32, 2.25, -3.45], [3.93, -1.18, -2.10], [-0.70, -0.66, 4.57], [-3.21, -0.34, -0.34], [1.91, -2.94, 0.45], [1.29, -1.44, 0.64]]}

---

Entry 7:
{"formula": "C13H27Cl2N2OP2Ti", "method": "the ωB97M-V functional and the def2-TZVPD basis", "total_energy_ev": -85658.0044, "charge": 3, "lumo_energy_ev": -13.576, "homo_energy_ha": -0.6581, "orbital_gap_ev": 4.3, "molar_mass_g_mol": 408.1, "multiplicity": 1, "elements": ["Ti", "Cl", "Cl", "P", "P", "O", "N", "N", "C", "C", "C", "C", "C", "C", "C", "C", "C", "C", "C", "C", "C", "H", "H", "H", "H", "H", "H", "H", "H", "H", "H", "H", "H", "H", "H", "H", "H", "H", "H", "H", "H", "H", "H", "H", "H", "H", "H", "H"], "positions_angstrom": [[-1.50, -0.09, -0.85], [-2.39, -1.13, -2.65], [-3.63, 0.54, -0.31], [-0.54, 2.19, -1.05], [-0.36, -2.35, -0.50], [2.57, -0.04, -0.73], [-0.85, 0.06, 1.27], [0.15, 0.31, 5.30], [-0.58, 3.00, -2.67], [0.01, -3.36, -1.95], [-1.79, 3.17, -0.12], [-1.67, -3.28, 0.37], [1.88, 0.38, -3.06], [-1.53, 0.15, 3.58], [0.81, 0.26, 2.99], [1.08, -2.68, 0.54], [1.93, 0.43, -1.62], [-0.18, 0.24, 3.99], [0.92, 2.86, -0.21], [0.44, 0.19, 1.67], [-1.81, 0.02, 2.24], [-0.57, 0.30, 6.01], [1.93, -2.07, 0.18], [1.42, 1.30, -3.45], [1.26, -0.48, -3.40], [0.85, -2.92, -2.50], [1.81, 2.35, -0.57], [-1.66, 2.99, 0.96], [1.87, 0.32, 3.25], [0.86, -2.40, 1.58], [-1.63, 4.23, -0.35], [0.26, -4.38, -1.65], [0.36, 2.83, -3.22], [-1.54, -4.36, 0.19], [-1.61, -3.07, 1.45], [-0.73, 4.08, -2.52], [0.99, 3.94, -0.41], [1.21, 0.21, 0.90], [-1.42, 2.58, -3.23], [-2.65, -2.96, 0.00], [1.34, -3.75, 0.49], [-0.87, -3.37, -2.60], [-2.84, -0.09, 1.91], [2.92, 0.29, -3.47], [-2.34, 0.17, 4.31], [1.11, 0.35, 5.61], [0.83, 2.70, 0.87], [-2.80, 2.86, -0.40]]}

---

Entry 8:
{"formula": "C13H27F3N3O13", "method": "the ωB97M-V functional and the def2-TZVPD basis", "total_energy_ev": -53144.0815, "charge": 1, "relative_energy_kj_mol": 944.9, "lumo_energy_ev": -4.846, "homo_energy_ha": -0.2895, "orbital_gap_ev": 3.0, "molar_mass_g_mol": 490.4, "multiplicity": 1, "elements": ["F", "F", "F", "O", "O", "O", "O", "O", "O", "O", "O", "O", "O", "O", "O", "O", "N", "N", "N", "C", "C", "C", "C", "C", "C", "C", "C", "C", "C", "C", "C", "C", "H", "H", "H", "H", "H", "H", "H", "H", "H", "H", "H", "H", "H", "H", "H", "H", "H", "H", "H", "H", "H", "H", "H", "H", "H", "H", "H"], "positions_angstrom": [[9.03, 0.66, -1.68], [-3.26, -0.16, -4.96], [-1.63, 5.85, 0.48], [-3.16, 8.86, -2.28], [8.14, 0.36, -5.51], [0.95, -0.79, 1.80], [6.91, 0.07, -3.59], [-1.39, -5.06, 4.30], [-2.46, 6.91, -1.34], [-2.68, -6.06, 2.95], [8.58, 1.56, -3.66], [-5.08, -1.56, -4.84], [-6.23, -3.25, -5.87], [-0.73, -0.18, 0.62], [-3.99, -2.95, -5.98], [-1.20, 8.62, -1.30], [-5.11, -1.74, 1.61], [2.20, -2.63, 6.44], [-1.66, 2.55, 5.32], [0.88, -1.68, -0.46], [8.21, 1.45, -2.32], [-3.71, -1.30, -4.52], [6.75, 0.80, -2.38], [0.34, -0.84, 0.74], [-1.38, 6.32, -0.74], [-0.52, 7.59, -0.63], [-5.17, -2.66, -5.50], [7.86, 0.77, -4.39], [-3.02, -2.37, -5.20], [-0.24, -6.56, 2.93], [-2.27, 8.20, -1.77], [-1.53, -5.92, 3.42], [6.05, 1.63, -2.52], [-2.74, -3.06, -4.41], [-0.42, 7.92, 0.40], [-4.69, -2.66, 1.64], [2.48, -2.00, 5.70], [3.00, -3.25, 6.51], [-2.10, -2.06, -5.70], [-3.34, -1.41, -3.50], [0.50, 7.50, -1.02], [-4.36, -1.07, 1.54], [-1.68, 2.21, 6.27], [-0.37, -7.07, 1.97], [-1.19, 1.86, 4.76], [0.57, -5.83, 2.99], [2.05, -2.19, 7.34], [-2.66, 2.55, 5.15], [0.66, -1.10, -1.36], [0.34, -2.62, -0.55], [-5.64, -1.75, 2.47], [-5.77, -1.77, 0.85], [8.22, 2.44, -1.86], [1.97, -1.75, -0.35], [-1.43, 3.52, 5.17], [1.43, -3.17, 6.08], [6.55, 0.05, -1.61], [-0.14, -7.37, 3.65], [-0.77, 5.60, -1.28]]}

---

What is the multiplicity in the seventh record? 1

---

What is the multiplicity in the third record? 5